Below is a cluster of 2 separate species, ClNO2S in total in a non-equilibrium geometry, with properties calculated with ωB97M-V/def2-TZVPD.

Positions of all 5 atoms, in Å:
N: 0.11 -0.51 0.08
O: 1.24 -0.62 -0.36
O: -0.88 -0.64 -0.56
S: -0.09 -0.32 1.86
Cl: -0.37 2.09 -1.02

Results
Max |F| = 2.131 eV Å⁻¹
E_HOMO (spin up / spin down) = -11.35 / -10.97 eV
Charge = 0
Multiplicity = 1
LUMO energy (spin up / spin down) = -3.89 / -3.52 eV

Results of the natural (NBO) charge analysis, in e, for atoms 1 through 4:
1 N 0.39
2 O -0.33
3 O -0.33
4 S 0.29


Below is a structure of composition C20H16ClFN3O8SZr in a non-equilibrium geometry, with properties calculated with ωB97M-V/def2-TZVPD.

Positions of all 51 atoms, in Å:
Zr: 0.85 0.49 -0.19
O: -0.88 1.06 -1.18
N: -1.84 0.15 -1.33
C: -2.99 0.30 -0.65
C: -4.04 -0.56 -0.81
C: -3.89 -1.63 -1.71
C: -2.71 -1.79 -2.39
C: -1.62 -0.91 -2.20
S: -0.11 -1.08 -2.89
H: -3.00 1.15 0.02
H: -4.95 -0.41 -0.25
H: -4.71 -2.32 -1.86
H: -2.56 -2.61 -3.08
C: -0.07 4.00 -2.35
C: 0.61 3.99 -1.03
N: 1.01 2.91 -0.41
C: 1.62 3.31 0.75
C: 1.57 4.67 0.84
N: 0.94 5.08 -0.31
C: 2.06 5.65 1.83
O: 2.63 5.16 2.89
O: 1.91 6.84 1.62
C: 2.32 2.30 1.60
O: 2.75 2.67 2.71
O: 2.43 1.14 1.11
H: 0.01 3.00 -2.78
H: 0.39 4.72 -3.02
H: -1.13 4.24 -2.24
H: 0.78 6.05 -0.52
H: 2.71 4.13 2.84
C: -0.38 -0.26 3.32
C: 0.18 0.13 1.98
O: -0.34 1.14 1.43
H: -1.33 0.23 3.54
H: 0.36 0.03 4.07
H: -0.49 -1.35 3.36
Cl: 0.66 -8.05 -0.21
C: 0.69 -6.32 -0.13
C: -0.47 -5.64 0.21
C: -0.45 -4.25 0.25
C: 0.72 -3.56 -0.04
C: 1.88 -4.26 -0.37
C: 1.86 -5.64 -0.42
C: 0.72 -2.07 -0.01
O: 1.80 -1.44 -0.16
O: -0.36 -1.45 0.16
H: -1.37 -6.19 0.44
H: -1.34 -3.69 0.50
H: 2.78 -3.70 -0.59
H: 2.75 -6.20 -0.68
F: 2.03 0.83 -1.66

Results
Max |F| = 1.432 eV Å⁻¹
E_HOMO = -4.90 eV
Charge = -1
Multiplicity = 1
LUMO energy = 2.47 eV

Results of the natural (NBO) charge analysis, in e, for atoms 1 through 4:
1 Zr 2.13
2 O -0.65
3 N -0.03
4 C 0.06


Below is a structure of composition C50H52BrN8O2P2Sr in a non-equilibrium geometry, with properties calculated with ωB97M-V/def2-TZVPD.

Positions of all 116 atoms, in Å:
Sr: -1.73 -0.29 0.09
O: -4.12 -3.57 -1.26
C: -3.02 -3.15 -0.88
N: -2.72 -2.43 0.20
C: -3.69 -2.47 1.26
C: -4.25 -3.70 1.61
C: -5.10 -3.84 2.69
C: -5.40 -2.72 3.46
C: -4.86 -1.50 3.12
C: -4.00 -1.33 2.02
N: -3.39 -0.07 1.80
C: -4.19 1.00 2.05
O: -5.41 1.07 1.96
C: -3.48 2.22 2.58
C: -3.89 2.72 3.82
C: -3.24 3.81 4.35
C: -2.21 4.39 3.61
C: -1.89 3.84 2.39
N: -2.50 2.77 1.88
C: -1.87 -3.55 -1.78
C: -1.87 -4.87 -2.25
C: -0.93 -5.26 -3.17
C: -0.03 -4.31 -3.65
C: -0.10 -3.03 -3.13
N: -0.99 -2.65 -2.20
H: -4.01 -4.56 1.01
H: -5.52 -4.81 2.93
H: -6.06 -2.80 4.32
H: -5.09 -0.63 3.72
H: -4.71 2.24 4.34
H: -3.51 4.20 5.32
H: -1.65 5.24 3.99
H: -1.09 4.27 1.79
H: -2.64 -5.54 -1.89
H: -0.91 -6.27 -3.55
H: 0.71 -4.55 -4.39
H: 0.59 -2.27 -3.47
C: 2.14 4.82 0.17
C: 0.78 4.30 -0.19
C: -0.23 5.11 -0.69
C: -1.47 4.56 -0.98
C: -1.64 3.21 -0.77
Br: -3.31 2.43 -1.20
N: -0.70 2.40 -0.30
C: 0.48 2.95 -0.02
H: 2.25 5.86 -0.13
H: 2.92 4.24 -0.31
H: 2.30 4.76 1.25
H: -0.06 6.17 -0.83
H: -2.28 5.16 -1.36
H: 1.23 2.29 0.36
C: 1.82 -3.40 -0.49
P: 1.13 -1.73 -0.19
C: 1.99 -0.85 -1.63
N: 3.28 -1.02 -1.62
C: 4.06 -0.50 -2.60
C: 5.47 -0.67 -2.56
C: 6.23 -0.16 -3.57
C: 5.64 0.54 -4.65
C: 4.29 0.72 -4.70
C: 3.48 0.20 -3.66
N: 2.13 0.39 -3.69
C: 1.38 -0.09 -2.73
P: -0.43 0.48 -2.90
C: 0.06 2.22 -3.28
C: -1.11 0.01 -4.63
C: -1.92 1.25 -5.08
C: -0.03 -0.28 -5.68
C: -2.10 -1.15 -4.58
C: 2.13 -1.31 1.33
C: 3.56 -1.82 1.38
C: 1.34 -1.97 2.47
C: 2.12 0.20 1.52
H: 2.89 -3.32 -0.67
H: 1.34 -3.91 -1.32
H: 1.65 -3.99 0.41
H: 5.89 -1.21 -1.73
H: 7.31 -0.29 -3.55
H: 6.27 0.94 -5.43
H: 3.81 1.25 -5.51
H: 0.55 2.29 -4.25
H: 0.76 2.58 -2.53
H: -0.83 2.85 -3.26
H: -1.30 2.09 -5.36
H: -2.62 1.57 -4.30
H: -2.50 0.97 -5.96
H: 0.55 0.60 -5.94
H: -0.51 -0.65 -6.59
H: 0.67 -1.05 -5.34
H: -2.76 -1.10 -3.72
H: -1.62 -2.12 -4.58
H: -2.72 -1.10 -5.48
H: 3.60 -2.91 1.42
H: 4.02 -1.45 2.30
H: 4.16 -1.48 0.54
H: 1.27 -3.05 2.33
H: 0.33 -1.57 2.57
H: 1.84 -1.77 3.42
H: 2.72 0.70 0.75
H: 2.52 0.46 2.50
H: 1.10 0.58 1.51
C: -0.56 0.82 3.77
C: 0.51 0.66 4.60
C: 1.63 1.58 4.62
C: 2.75 1.37 5.37
C: 2.88 0.24 6.21
C: 1.78 -0.65 6.26
C: 0.66 -0.45 5.51
C: 4.04 0.03 6.97
N: 5.00 -0.15 7.60
H: -0.59 1.67 3.10
H: -1.41 0.16 3.79
H: 1.57 2.47 4.00
H: 3.56 2.09 5.34
H: 1.84 -1.51 6.92
H: -0.16 -1.16 5.58

Results
Max |F| = 1.357 eV Å⁻¹
E_HOMO = -2.79 eV
Charge = -1
Multiplicity = 1
LUMO energy = 0.81 eV

Results of the Mulliken charge analysis, in e, for atoms 1 through 4:
1 Sr 1.40
2 O -0.65
3 C -0.32
4 N 0.35


Below is a structure of composition C6H12O in a non-equilibrium geometry, with properties calculated with ωB97M-V/def2-TZVPD.

Positions of all 19 atoms, in Å:
C: -1.94 1.49 -0.31
C: -1.69 0.44 0.78
C: -1.19 -0.84 0.13
C: 2.64 -0.61 -0.19
O: 2.49 -1.42 -1.33
C: 1.27 -0.18 0.44
C: 0.16 -0.90 -0.26
H: -2.27 2.47 0.06
H: -1.04 1.68 -0.87
H: -2.68 1.10 -1.01
H: -2.60 0.32 1.37
H: -0.98 0.86 1.50
H: -1.82 -1.72 0.18
H: -0.64 -0.60 -1.11
H: 3.13 0.31 -0.53
H: 3.26 -1.04 0.60
H: 1.57 -1.73 -1.25
H: 1.20 -0.52 1.47
H: 1.13 0.89 0.32

Results
Max |F| = 3.159 eV Å⁻¹
E_HOMO = -7.86 eV
Charge = 0
Multiplicity = 1
LUMO energy = 0.38 eV

Results of the natural (NBO) charge analysis, in e, for atoms 1 through 4:
1 C -0.60
2 C -0.47
3 C -0.14
4 C -0.05


Below is a cluster of 2 separate species, C13H17N2S2 in total in a non-equilibrium geometry, with properties calculated with ωB97M-V/def2-TZVPD.

Positions of all 34 atoms, in Å:
C: 4.77 -1.77 0.39
C: 3.89 -0.62 0.77
C: 2.53 -0.63 0.38
C: 1.74 0.48 0.76
C: 2.38 1.51 1.51
C: 3.70 1.52 1.89
C: 4.47 0.42 1.51
N: 1.40 2.45 1.75
C: 0.25 2.01 1.18
C: -0.95 2.85 1.30
N: 0.40 0.84 0.58
H: 5.78 -1.58 0.78
H: 4.39 -2.70 0.82
H: 4.83 -1.86 -0.70
H: 2.10 -1.45 -0.20
H: 4.09 2.37 2.47
H: 5.52 0.36 1.77
H: 1.54 3.32 2.27
H: -1.80 2.39 0.80
H: -1.14 3.01 2.36
H: -0.72 3.83 0.87
C: -4.82 -1.36 -2.12
C: -4.36 -2.23 -0.96
S: -3.13 -1.38 0.12
C: -2.10 -0.49 -0.87
S: -2.40 0.03 -2.44
C: -3.73 -1.02 -3.14
H: -5.63 -1.89 -2.65
H: -5.22 -0.42 -1.72
H: -5.22 -2.39 -0.30
H: -3.95 -3.21 -1.25
H: -1.17 -0.11 -0.39
H: -3.27 -1.90 -3.63
H: -4.19 -0.40 -3.92

Results
Max |F| = 1.712 eV Å⁻¹
E_HOMO = -10.59 eV
Charge = +1
Multiplicity = 1
LUMO energy = -5.06 eV

Results of the natural (NBO) charge analysis, in e, for atoms 1 through 4:
1 C -0.63
2 C -0.02
3 C -0.22
4 C 0.10


- The highest charge belongs to which entry?
  C13H17N2S2